The molecule C18H19F3N2O2, computed with ωB97M-V/def2-TZVPD.

```
44
Properties=species:S:1:pos:R:3:forces:R:3
C -0.067664 3.977818 -0.707778 -0.006 -0.321 -0.180
C 0.035162 2.621501 -1.411601 -0.107 0.277 0.149
C -0.976668 1.628365 -0.819665 0.244 -0.306 -0.517
O -1.932235 1.966867 -0.158251 -0.271 0.215 0.244
N -0.692296 0.351817 -1.200222 0.363 0.131 -0.345
C -1.338515 -0.818064 -0.838278 -0.391 -0.544 0.052
C -2.439068 -0.867780 0.014733 0.070 0.110 -0.079
C -3.012617 -2.076733 0.355754 0.153 -0.387 -0.172
C -2.502344 -3.257233 -0.150381 0.024 0.238 -0.059
F -3.055745 -4.431125 0.194438 0.140 -0.024 -0.085
C -1.414401 -3.238941 -1.015866 -0.158 0.051 -0.005
F -0.910861 -4.377170 -1.511670 -0.032 0.184 0.108
C -0.846418 -2.022007 -1.352905 -0.292 0.182 0.051
F 0.213127 -1.990645 -2.185689 -0.080 -0.075 0.142
N 1.360130 2.009642 -1.480484 0.048 0.020 -0.116
C 2.156044 2.503587 -2.587921 0.002 0.002 -0.022
C 2.127298 2.033332 -0.243639 -0.139 -0.272 0.254
C 1.477690 1.249058 0.894222 0.148 0.332 -0.006
O 1.570460 -0.121411 0.576653 0.099 -0.223 -0.054
C 0.937990 -1.038838 1.365138 0.014 -0.218 0.096
C 0.103486 -0.738089 2.433704 0.184 0.311 -0.109
C -0.519607 -1.763762 3.126865 0.014 -0.137 0.046
C -0.314511 -3.084213 2.776194 -0.099 -0.035 0.158
C 0.534172 -3.385179 1.721925 0.062 0.055 -0.003
C 1.156249 -2.373750 1.021097 0.127 0.194 0.039
H 0.625841 4.689395 -1.149464 0.081 0.070 -0.024
H -1.079606 4.355159 -0.821238 -0.037 0.065 0.050
H 0.138374 3.887916 0.355293 -0.007 0.052 0.111
H -0.293540 2.758534 -2.450905 0.054 -0.045 0.114
H 0.202528 0.251479 -1.676206 -0.159 0.098 0.196
H -2.831860 0.053839 0.409915 0.005 -0.004 0.008
H -3.857859 -2.117485 1.022822 -0.097 -0.037 0.079
H 1.585112 2.414408 -3.510636 0.024 0.023 -0.061
H 2.466984 3.550453 -2.465851 0.020 0.042 -0.018
H 3.050410 1.888749 -2.679351 0.053 0.030 -0.045
H 2.327769 3.059248 0.102609 0.007 -0.053 -0.012
H 3.086506 1.555349 -0.457609 0.006 0.101 0.062
H 0.433868 1.552610 1.030273 0.096 -0.031 0.112
H 2.021445 1.456039 1.827436 -0.119 -0.012 -0.090
H -0.073492 0.282320 2.734686 -0.017 0.119 -0.013
H -1.171224 -1.518130 3.952186 -0.064 0.025 0.069
H -0.806280 -3.875177 3.320883 -0.054 -0.076 0.054
H 0.709145 -4.413416 1.443046 0.015 -0.100 -0.050
H 1.817021 -2.588333 0.195738 0.074 -0.030 -0.131
```
Positions in Å, forces in eV/Å.

largest force on an atom = 0.0131 Eh/bohr
E = -34201.8932 eV
orbital gap = 8.880 eV
highest occupied orbital energy = -0.301 Eh
structure (SMILES) = C[C@H](C(=O)Nc1ccc(F)c(F)c1F)N(C)CCOc1ccccc1
E_LUMO = 0.0250 Ha

Atomic partial charges in e from the natural (NBO) method, atoms 1 to 4: -0.63, -0.14, 0.69, -0.62